[1]
C58H81F5O7 | the ωB97M-V functional and the def2-TZVPD basis

The SMILES is Fc1ccccc1.Fc1ccccc1.Fc1ccccc1.Fc1ccccc1.Fc1ccccc1.C1CCOC1.C1CCOC1.C1CCOC1.C1CCOC1.C1CCOC1.C1CCOC1.C1CCOC1. The LUMO energy is 0.6 eV. The orbital gap comes out at 9.7 eV. For the HOMO energy, the calculation gives -9.16 eV.

```
151
C58H81F5O7 | the OMol25 dataset | the ωB97M-V functional and the def2-TZVPD basis
C 18.46525 16.69502 -21.12994
C 17.03708 17.22780 -20.96855
C 16.18031 16.06528 -21.53068
O 17.09048 14.95543 -21.66981
C 18.25477 15.22048 -20.92460
H 19.16935 17.13770 -20.42509
H 18.69769 16.89489 -22.17635
H 16.87167 18.12420 -21.56042
H 16.77110 17.40001 -19.92297
H 15.79493 16.31462 -22.51785
H 15.39983 15.80266 -20.81688
H 19.08005 14.61974 -21.31199
H 18.15181 15.00490 -19.85002
C 11.69350 21.95584 -23.34309
C 10.91297 21.35577 -22.18714
C 10.19740 22.61542 -21.68348
O 9.82041 23.31419 -22.84693
C 10.79161 23.09005 -23.86633
H 11.94519 21.18425 -24.07010
H 12.61947 22.35709 -22.91973
H 11.53674 20.83944 -21.45829
H 10.20720 20.60775 -22.54983
H 10.86245 23.19797 -21.03431
H 9.34943 22.33423 -21.05568
H 11.36680 23.99994 -24.05321
H 10.33490 22.80034 -24.81541
C 15.35274 21.79375 -21.19705
C 16.44529 21.55065 -22.20894
C 15.86746 20.41413 -23.05209
O 15.19554 19.58158 -22.08618
C 14.84482 20.37847 -20.94946
H 14.55934 22.42877 -21.59426
H 15.71086 22.24524 -20.27155
H 17.38214 21.21879 -21.74851
H 16.76403 22.41958 -22.78775
H 16.61297 19.77808 -23.52948
H 15.15591 20.79139 -23.79263
H 15.27833 19.92730 -20.05182
H 13.76380 20.36998 -20.79036
C 12.48137 22.26505 -16.52371
C 11.93612 20.91633 -16.99419
C 11.99659 21.04259 -18.52027
O 13.18634 21.82441 -18.72421
C 13.62389 22.43118 -17.50205
H 12.78469 22.23380 -15.47890
H 11.74015 23.05703 -16.65538
H 10.94204 20.71940 -16.59051
H 12.59795 20.10153 -16.69551
H 11.11227 21.52706 -18.94006
H 12.13020 20.06782 -18.99311
H 13.91020 23.43739 -17.80260
H 14.44924 21.83582 -17.09294
C 18.40598 26.77740 -24.53379
C 18.79754 25.49312 -25.26385
C 18.19853 24.42169 -24.33193
O 17.09471 25.07199 -23.70068
C 16.98446 26.42065 -24.13597
H 18.49157 27.68280 -25.13449
H 18.98757 26.92267 -23.62111
H 19.87061 25.36431 -25.43101
H 18.43795 25.52752 -26.29584
H 18.97088 24.14842 -23.61118
H 17.82413 23.56037 -24.88542
H 16.61056 26.96781 -23.26454
H 16.24035 26.57886 -24.92559
C 13.33332 25.34496 -21.91357
C 13.23870 25.04543 -20.41853
C 13.96519 26.19467 -19.76448
O 14.28866 27.11568 -20.80328
C 13.43529 26.85091 -21.91112
H 12.47321 24.92825 -22.44794
H 14.16023 24.80609 -22.38133
H 13.89158 24.18514 -20.23016
H 12.26311 24.77217 -20.02239
H 14.89467 25.88373 -19.27747
H 13.40142 26.62647 -18.92466
H 13.86426 27.30818 -22.80466
H 12.47075 27.36014 -21.77423
C 17.62566 24.59074 -18.79155
C 17.75831 25.11056 -20.25149
C 18.20802 26.54253 -20.11184
O 17.87608 26.91696 -18.77199
C 18.08691 25.78659 -17.96520
H 18.15177 23.65379 -18.60995
H 16.57422 24.36297 -18.60132
H 16.74317 25.03442 -20.64005
H 18.46568 24.50130 -20.81090
H 17.71268 27.27163 -20.75134
H 19.27878 26.62007 -20.34464
H 17.62313 25.86954 -16.98051
H 19.16317 25.72330 -17.72277
F 13.89328 14.69160 -18.70150
C 14.63071 15.68074 -18.18643
C 14.12321 16.98083 -18.29779
C 14.82674 18.02938 -17.74231
C 15.99597 17.76304 -16.99671
C 16.43087 16.46296 -16.82302
C 15.79890 15.43517 -17.52283
H 13.14442 17.10263 -18.74276
H 14.39524 19.01865 -17.66506
H 16.49989 18.58338 -16.50782
H 17.26186 16.26497 -16.16134
H 16.15820 14.41761 -17.41930
F 18.91801 18.38650 -15.98647
C 19.16040 19.36175 -16.90271
C 19.75986 20.53032 -16.46833
C 20.06628 21.50979 -17.41256
C 19.78949 21.28225 -18.75083
C 19.14440 20.11756 -19.13748
C 18.85497 19.10396 -18.22626
H 20.00879 20.55871 -15.41562
H 20.55553 22.40310 -17.04829
H 20.00676 22.03425 -19.49812
H 18.88000 19.89690 -20.16586
H 18.53274 18.11032 -18.50098
F 14.07114 21.10762 -26.13267
C 13.62502 20.25226 -27.05328
C 12.42025 20.53927 -27.67562
C 11.96358 19.77451 -28.73834
C 12.74647 18.72995 -29.20930
C 13.96178 18.45083 -28.60147
C 14.36599 19.15032 -27.47546
H 11.89569 21.46894 -27.48364
H 11.08531 20.06210 -29.29940
H 12.39303 18.08666 -30.00508
H 14.60428 17.66200 -28.96921
H 15.31628 18.95337 -26.99280
F 17.82309 18.92272 -25.89226
C 18.04654 17.60103 -26.08092
C 18.33234 17.12460 -27.34346
C 18.56764 15.74787 -27.46667
C 18.33807 14.90559 -26.39974
C 18.01059 15.41261 -25.12818
C 17.91413 16.77433 -24.98384
H 18.41217 17.86014 -28.13232
H 18.86489 15.32356 -28.41612
H 18.52312 13.84036 -26.45476
H 17.91087 14.76020 -24.27120
H 17.75477 17.21102 -24.00520
F 11.13866 16.64229 -20.09068
C 11.12251 17.20743 -21.33169
C 9.96624 17.26111 -22.06644
C 10.01595 17.91869 -23.29952
C 11.20974 18.48553 -23.72554
C 12.39567 18.33248 -23.00285
C 12.35036 17.68170 -21.77900
H 9.03098 16.84698 -21.71798
H 9.11885 18.00275 -23.89608
H 11.26650 19.05014 -24.64858
H 13.32951 18.70664 -23.39632
H 13.26028 17.55797 -21.20724
```


[2]
CH4ClP | the ωB97M-V functional and the def2-TZVPD basis

The LUMO energy is 0.7 eV. The orbital gap comes out at 10.6 eV. For the HOMO energy, the calculation gives -9.84 eV. The energy relative to the best compared isomer or geometry (same formula, charge and spin) comes out at 187.1 kJ/mol.

```
7
CH4ClP | the OMol25 dataset | the ωB97M-V functional and the def2-TZVPD basis
C -0.05858 -0.65216 0.47515
P -0.09709 1.04674 -0.29950
Cl 1.17857 -1.73506 -0.15243
H -0.39017 -0.63999 1.49997
H -1.33213 -1.11563 -0.08591
H 1.30542 1.39744 -0.25063
H 0.08208 0.43867 -1.41612
```


[3]
C10H4BrNO5Pt | the ωB97M-V functional and the def2-TZVPD basis

The LUMO energy (alpha / beta) is -8.0 / -12.3 eV. Its expectation value of S² is 2.02. The orbital gap (alpha / beta) comes out at 7.4 / 5.4 eV. The spin multiplicity is 3. For the HOMO energy (alpha / beta), the calculation gives -15.33 / -17.64 eV. As for the charge: +2.

```
22
C10H4BrNO5Pt | the OMol25 dataset | the ωB97M-V functional and the def2-TZVPD basis
O -0.20084 5.28244 0.00202
C 0.03805 4.17284 -0.21759
Pt 0.05858 -0.82309 -0.41807
O -0.01232 0.07835 -3.38670
C 0.00953 -0.13687 -2.23597
C 0.09620 -2.97308 0.00358
O 0.11977 -4.06647 0.34244
C -1.85311 -0.29767 -0.17496
O -2.85190 0.02046 0.27531
C 1.93051 -0.22447 -0.22998
O 3.02834 -0.06850 0.08534
Br -1.90578 -2.15868 5.29981
C -0.83065 -0.93246 4.29299
C -0.01125 -0.02448 4.98756
C 0.76800 0.82068 4.20650
C 0.76666 0.67690 2.76810
N 0.09620 -0.31237 2.17772
C -0.81814 -0.98303 2.90363
H -0.01038 -0.01710 6.09114
H 1.40324 1.56428 4.71020
H 1.37437 1.38226 2.17512
H -1.51500 -1.60343 2.37951
```


[4]
C2H5O4S2 | the ωB97M-V functional and the def2-TZVPD basis

The LUMO energy is 3.6 eV. The orbital gap comes out at 8.0 eV. For the HOMO energy, the calculation gives -4.41 eV. The energy relative to the best compared isomer or geometry (same formula, charge and spin) comes out at 142.6 kJ/mol. As for the charge: -1.

```
13
C2H5O4S2 | the OMol25 dataset | the ωB97M-V functional and the def2-TZVPD basis
C 0.12230 -0.40819 -0.71747
C -0.15606 0.89174 0.13241
O 3.59950 -1.28751 -0.92161
O 3.68116 -0.92410 1.41488
O 1.16399 3.05597 0.80639
O 2.41438 1.13326 -0.34609
S 3.90645 -0.28786 0.10538
S 1.10854 2.11818 -0.33238
H 0.35979 -0.10492 -1.71258
H 1.09884 -0.74282 -0.25268
H -0.54054 -1.17545 -0.43451
H 0.19724 0.68328 1.16730
H -1.15764 1.26077 -0.00879
```


| no. | electronic energy (Ha) | molar mass (Da) |
| --- | --- | --- |
| 1 | -3284.51021 | 985.27 |
| 2 | -841.95406 | 82.47 |
| 3 | -3507.00945 | 493.13 |
| 4 | -1176.56329 | 157.19 |